No. 1
C39H78O39 | ωB97M-V with the def2-TZVPD basis set

```
! wB97M-V def2-TZVPD RIJCOSX def2/J DEFGRID3
* xyz 0 1
C -2.8574 -1.7113 10.1066
O -3.1413 -1.8766 8.7400
C -2.7948 -2.9809 8.0648
O -2.2775 -4.0069 8.5163
O -3.0989 -2.7246 6.7554
C -2.9981 -3.6483 5.7155
H -2.8309 -0.6231 10.1631
H -1.9236 -2.1819 10.4145
H -3.7612 -2.0287 10.6268
H -2.1991 -4.3896 5.7238
H -2.9351 -3.2249 4.7131
H -3.9339 -4.1874 5.5680
C -1.7290 7.8805 1.5107
O -1.1371 8.8402 0.6159
C -1.5145 8.9601 -0.6804
O -2.4156 8.3263 -1.2322
O -0.5977 9.7860 -1.1713
C -0.8095 10.2923 -2.5293
H -2.3263 7.1410 0.9773
H -2.3207 8.5157 2.1698
H -0.9560 7.2744 1.9829
H -1.8331 10.5389 -2.8111
H -0.4373 9.6294 -3.3104
H -0.2384 11.2136 -2.6441
C -5.1994 2.4675 1.7986
O -5.1823 2.5825 3.2474
C -5.2446 3.7948 3.7033
O -5.1529 4.8168 3.0627
O -5.6761 3.6502 5.0626
C -6.3430 4.6946 5.7422
H -4.3621 1.7967 1.6062
H -5.1346 3.3319 1.1377
H -6.1334 1.9845 1.5118
H -7.4255 4.5681 5.7565
H -6.0967 5.6668 5.3154
H -5.9867 4.7470 6.7710
C 4.9478 0.6332 2.3646
O 3.8510 0.1131 3.1175
C 3.7128 -1.2677 3.2251
O 4.5993 -2.0602 2.8593
O 2.5548 -1.5142 3.6905
C 2.1623 -2.8807 4.0242
H 5.1129 1.6400 2.7484
H 4.6828 0.5420 1.3113
H 5.7500 -0.0966 2.4739
H 1.1324 -2.9551 4.3735
H 2.7416 -3.4217 4.7725
H 2.1736 -3.5250 3.1451
C 0.3410 -1.9546 -0.9578
O 0.4810 -0.6522 -0.5472
C -0.1522 -0.1907 0.5661
O -0.9527 -0.7476 1.3076
O 0.2901 1.0281 0.6936
C 0.2141 1.8937 1.8498
H 0.9805 -2.1697 -1.8139
H -0.6899 -2.0457 -1.2998
H 0.5440 -2.6827 -0.1724
H 0.9095 1.3795 2.5133
H -0.8378 2.0234 2.1041
H 0.6671 2.8291 1.5213
C -3.1950 2.3149 -3.0548
O -3.6252 1.0425 -3.4536
C -4.9217 0.7769 -3.9964
O -5.8835 1.5203 -3.8229
O -4.8624 -0.2111 -4.7952
C -5.9795 -0.6788 -5.5417
H -3.1799 3.1029 -3.8077
H -2.1774 2.2958 -2.6647
H -3.9665 2.6078 -2.3427
H -6.8849 -0.1188 -5.3077
H -6.3126 -1.7103 -5.6567
H -5.7900 -0.2917 -6.5429
C 5.1157 5.2948 5.7046
O 5.1932 6.5814 6.1670
C 6.2810 7.2483 6.3178
O 7.3776 6.7668 6.1886
O 6.0225 8.5050 6.6357
C 7.0346 9.5368 6.5194
H 6.0602 4.9994 5.2478
H 4.2581 4.9986 5.1005
H 4.8395 4.6745 6.5573
H 6.5720 10.3753 5.9988
H 7.9749 9.3196 6.0128
H 7.3359 9.7252 7.5498
C 3.1968 6.3605 -1.5004
O 4.3611 6.9126 -0.8962
C 4.9428 6.3077 0.1338
O 4.5547 5.2391 0.7114
O 5.9842 7.0022 0.4461
C 7.0632 6.3883 1.0763
H 2.9656 7.0662 -2.2984
H 2.3216 6.3595 -0.8506
H 3.4008 5.3320 -1.7980
H 7.3792 5.3844 0.7930
H 6.8251 6.2975 2.1361
H 7.9387 7.0371 1.1047
C 3.6577 -3.2200 -8.2710
O 4.4597 -4.1036 -7.6171
C 4.0376 -4.4984 -6.3703
O 3.0366 -4.1224 -5.7342
O 5.0213 -5.3776 -5.9918
C 4.7913 -6.2053 -4.8257
H 4.0344 -2.6899 -9.1457
H 3.2174 -2.4520 -7.6351
H 2.8610 -3.8007 -8.7359
H 5.6925 -6.7195 -4.4916
H 4.0964 -7.0093 -5.0682
H 4.4091 -5.6461 -3.9717
C -5.4268 -3.1467 -0.4541
O -6.2587 -3.6241 -1.5011
C -7.5355 -3.2724 -1.5919
O -8.1242 -2.5081 -0.8008
O -8.0819 -3.8535 -2.7026
C -9.4678 -3.6532 -3.0560
H -4.6777 -3.8854 -0.1687
H -6.0951 -3.0499 0.4015
H -5.0036 -2.1498 -0.5770
H -9.8903 -4.6558 -2.9894
H -9.4128 -3.3237 -4.0935
H -10.0628 -2.9612 -2.4600
C -4.1611 -5.9574 -5.0207
O -3.7986 -7.2359 -5.4316
C -4.7818 -8.1502 -5.3229
O -6.0081 -7.9631 -5.2743
O -4.1376 -9.3239 -5.2877
C -4.8122 -10.5635 -5.0063
H -4.5805 -5.9895 -4.0151
H -4.8748 -5.4281 -5.6520
H -3.3100 -5.3251 -4.7679
H -4.3331 -11.3226 -5.6246
H -5.8702 -10.5261 -5.2657
H -4.7859 -10.9955 -4.0059
C 0.3696 -7.7582 -3.3067
O 0.7913 -8.2544 -2.0840
C 0.3823 -7.7628 -0.8918
O -0.4686 -6.8929 -0.7364
O 1.0469 -8.4345 0.1571
C 0.6138 -8.2005 1.5382
H 1.1163 -7.2660 -3.9298
H -0.4385 -7.0268 -3.3124
H -0.1644 -8.5504 -3.8315
H -0.4311 -8.4508 1.7215
H 0.8692 -7.1824 1.8320
H 1.2573 -8.8511 2.1304
C 5.9091 -0.9477 -2.2301
O 6.2827 0.2973 -2.9235
C 7.2421 1.0314 -2.4021
O 7.9852 0.7048 -1.4490
O 7.3114 2.1477 -3.1703
C 8.4421 3.0274 -2.8451
H 6.7581 -1.4571 -1.7742
H 5.5805 -1.7614 -2.8766
H 5.2532 -0.7735 -1.3771
H 8.0726 3.8373 -2.2160
H 8.6829 3.4866 -3.8039
H 9.2796 2.5513 -2.3350
*
```

- ΔE to the lowest compared entry with this formula, charge and spin (kJ/mol) = 841.1
- HOMO (eV) = -10.6
- E_tot (a.u.) = -4466.9593

---

No. 2
C39H79BrNO9S | ωB97M-V with the def2-TZVPD basis set

```
! wB97M-V def2-TZVPD RIJCOSX def2/J DEFGRID3
* xyz 1 1
C 2.4221 2.5543 6.5388
C 2.7331 1.3340 5.6268
C 1.3906 0.6141 5.3057
C 0.7965 1.0065 3.9653
C -0.3780 1.6910 4.0223
C -1.0431 2.0651 2.8722
C -2.3676 2.7991 2.9980
O -2.3191 3.9559 3.3575
O -3.5303 2.2113 2.6790
C -3.6667 0.8615 3.1897
C -3.6430 0.7841 4.7282
C -4.9199 0.1981 5.3760
C -4.8849 0.6124 6.8727
C -6.2314 0.7243 4.7597
C -0.4409 1.7595 1.6515
C -1.2114 2.1739 0.3787
C -1.0222 3.6707 0.0888
O -0.0629 4.1935 -0.4159
O -2.0895 4.4304 0.5022
C 0.7834 1.1053 1.6420
S 1.5043 0.7935 0.0524
N 1.3897 0.7019 2.7955
C 2.6620 -0.0783 2.7897
Br 4.2000 0.9359 2.1018
C 2.4782 -1.4300 2.0343
C 2.1384 -2.5068 3.1109
H 3.3033 2.9246 7.0620
H 1.6770 2.2377 7.2754
H 1.9616 3.3225 5.9071
H 3.4228 0.6688 6.1581
H 3.2398 1.6363 4.7059
H 0.6550 0.6963 6.1040
H 1.6192 -0.4600 5.2118
H -0.8382 1.9207 4.9761
H -2.8561 0.2301 2.7924
H -4.5811 0.4643 2.7508
H -3.4114 1.7409 5.2126
H -2.8231 0.0983 4.9931
H -4.9219 -0.8982 5.3475
H -4.8012 1.7076 6.8907
H -5.8156 0.3648 7.3896
H -4.0321 0.1601 7.3885
H -6.4013 0.2285 3.7960
H -7.0576 0.4614 5.4238
H -6.2141 1.8010 4.5597
H -2.2659 2.0290 0.6384
H -0.9933 1.5244 -0.4690
H -1.7649 5.0734 1.1494
H 1.4391 1.9921 -0.5859
H 2.9766 -0.3459 3.7889
H 3.4151 -1.7115 1.5544
H 1.6182 -1.4131 1.3617
H 2.8386 -2.4742 3.9504
H 2.1015 -3.4974 2.6486
H 1.1143 -2.2905 3.4495
C 0.1550 -3.2264 -0.2491
C 1.4255 -4.0168 0.0094
O 1.3832 -4.7989 1.1910
C 0.3698 -5.7913 1.2526
C 0.4608 -6.8276 0.1466
H -0.0692 -2.5780 0.6044
H 0.2729 -2.6080 -1.1410
H -0.7094 -3.8733 -0.4024
H 2.2578 -3.3215 0.1390
H 1.6769 -4.6406 -0.8534
H -0.6202 -5.3219 1.2658
H 0.4914 -6.2861 2.2164
H 0.3276 -6.3853 -0.8417
H -0.3111 -7.5866 0.2775
H 1.4361 -7.3161 0.1608
C -4.9288 3.1285 -0.8625
C -5.2007 3.4848 -2.3151
O -6.5739 3.5417 -2.6406
C -7.3515 4.4877 -1.9258
C -6.8880 5.9232 -2.1055
H -5.3952 2.1735 -0.6104
H -3.8566 3.0534 -0.6855
H -5.3258 3.8774 -0.1764
H -4.7704 2.7151 -2.9578
H -4.7054 4.4248 -2.5833
H -7.3905 4.2215 -0.8635
H -8.3677 4.3903 -2.3072
H -5.8784 6.0792 -1.7222
H -7.5540 6.6035 -1.5735
H -6.8851 6.1935 -3.1625
C 2.9679 8.3935 -0.0153
C 4.2385 7.5680 0.0914
O 4.2040 6.5937 1.1218
C 3.1917 5.6145 1.0238
C 3.2617 4.7809 -0.2445
H 2.7530 8.8873 0.9337
H 3.0751 9.1537 -0.7893
H 2.1016 7.7797 -0.2692
H 5.0732 8.2271 0.3297
H 4.4794 7.0983 -0.8685
H 2.2034 6.0781 1.1276
H 3.3207 4.9601 1.8888
H 3.1279 5.3889 -1.1394
H 2.4840 4.0166 -0.2304
H 4.2342 4.2916 -0.3313
C 1.6184 0.0896 -4.4731
C 2.2136 -0.8604 -3.4479
O 1.6449 -2.1499 -3.4396
C 1.7395 -2.9137 -4.6344
C 3.1658 -3.1766 -5.0804
H 0.5394 0.1785 -4.3313
H 2.0676 1.0797 -4.3784
H 1.7866 -0.2554 -5.4935
H 2.0317 -0.4835 -2.4418
H 3.3011 -0.9237 -3.5671
H 1.1622 -2.4376 -5.4342
H 1.2511 -3.8652 -4.4236
H 3.6971 -2.2543 -5.3217
H 3.1718 -3.8069 -5.9703
H 3.7257 -3.6828 -4.2923
C 4.3662 -8.7910 -7.2773
C 3.2681 -8.1977 -6.4114
O 2.8569 -6.9033 -6.8154
C 2.3288 -6.7913 -8.1261
C 1.0931 -7.6423 -8.3640
H 5.2354 -8.1316 -7.2963
H 4.6716 -9.7625 -6.8874
H 4.0408 -8.9336 -8.3086
H 3.6384 -8.0907 -5.3911
H 2.4062 -8.8719 -6.3596
H 3.1034 -7.0148 -8.8674
H 2.0678 -5.7402 -8.2569
H 1.3039 -8.7075 -8.2625
H 0.7078 -7.4744 -9.3704
H 0.3118 -7.3904 -7.6448
*
```

- HOMO (eV) = -11.0
- E_tot (a.u.) = -5237.1790

---

No. 3
C39H80ClN4O8PS | ωB97M-V with the def2-TZVPD basis set

```
! wB97M-V def2-TZVPD RIJCOSX def2/J DEFGRID3
* xyz 0 1
C 5.4141 1.4205 1.2098
C 4.1194 1.0958 0.4476
N 3.7746 1.8134 -0.5430
C 3.2175 -0.0828 0.8232
C 2.4751 -0.6223 -0.3948
C 3.2205 -1.2540 -1.4895
P 5.0563 -1.4683 -1.6171
O 5.7251 0.0388 -1.8876
Cl 5.8219 -2.0539 0.2471
C 2.5728 -1.7789 -2.5949
C 1.1584 -1.7111 -2.7529
N 0.4381 -2.1624 -3.7750
S -1.0969 -1.8216 -3.3267
N -0.8598 -1.1190 -1.9050
C 0.4665 -1.0722 -1.6432
C 1.0869 -0.5225 -0.4581
C 0.2892 0.1052 0.6777
C -1.0549 0.7565 0.2811
C -0.8837 2.0087 -0.6299
C 0.0707 3.0435 -0.0126
N 0.2082 4.2439 -0.9155
C 1.6091 4.3730 -1.2265
C 2.0962 3.8112 -2.5595
O 2.3800 4.8929 -0.4500
H 5.2851 2.4261 1.6414
H 5.5872 0.6727 1.9936
H 6.2528 1.4919 0.5048
H 4.4726 2.5444 -0.6960
H 3.7738 -0.8842 1.3302
H 2.5287 0.3132 1.5787
H 6.6132 -0.0330 -1.5018
H 3.1551 -2.2676 -3.3834
H 0.8522 0.8539 1.2400
H 0.0524 -0.7128 1.3855
H -1.7990 0.0641 -0.1170
H -1.4898 1.1522 1.2192
H -0.6246 1.7452 -1.6639
H -1.8795 2.4882 -0.6389
H 1.0753 2.6087 0.1314
H -0.2567 3.3630 0.9902
H -0.0770 5.0382 -0.3501
H 2.0179 2.7157 -2.5712
H 1.5311 4.2725 -3.3796
H 3.1546 4.0839 -2.6418
C -1.5923 9.0274 1.3422
C -0.5902 9.3175 2.4473
O -0.1122 8.1587 3.1043
C 0.5665 7.2137 2.2941
C 1.8044 7.7627 1.6091
H -2.4422 8.4661 1.7347
H -1.9582 9.9595 0.9094
H -1.1519 8.4370 0.5370
H -1.0752 9.9209 3.2158
H 0.2468 9.9136 2.0673
H -0.1255 6.7791 1.5621
H 0.8589 6.4021 2.9615
H 1.5633 8.5691 0.9142
H 2.3010 6.9729 1.0440
H 2.5040 8.1611 2.3462
C 2.8642 -5.5675 2.3178
C 1.5996 -4.7249 2.3307
O 1.5655 -3.7321 1.3220
C 1.6302 -4.1953 -0.0177
C 0.4894 -5.1209 -0.3990
H 3.7472 -4.9328 2.4132
H 2.8530 -6.2787 3.1450
H 2.9667 -6.1355 1.3919
H 1.5385 -4.1916 3.2806
H 0.7077 -5.3587 2.2734
H 2.6025 -4.6654 -0.2085
H 1.6159 -3.3059 -0.6438
H 0.4923 -6.0382 0.1917
H 0.5676 -5.4018 -1.4507
H -0.4716 -4.6280 -0.2380
C 0.0043 -4.6857 -7.4774
C -1.4004 -4.6055 -6.9045
O -1.8979 -3.2840 -6.7967
C -2.0032 -2.5493 -8.0037
C -2.9246 -3.1852 -9.0301
H 0.6955 -4.0925 -6.8761
H 0.3490 -5.7207 -7.4890
H 0.0500 -4.3080 -8.5002
H -1.3918 -5.0078 -5.8905
H -2.0937 -5.2289 -7.4799
H -1.0082 -2.3717 -8.4264
H -2.3995 -1.5718 -7.7261
H -2.5625 -4.1618 -9.3545
H -3.0014 -2.5487 -9.9128
H -3.9227 -3.3256 -8.6118
C -6.4589 0.8479 -0.2551
C -5.6457 0.3974 0.9468
O -4.6413 1.3163 1.3334
C -5.0818 2.6094 1.7123
C -6.0316 2.6116 2.8972
H -5.8056 1.0400 -1.1080
H -7.1806 0.0783 -0.5331
H -7.0128 1.7659 -0.0519
H -5.1261 -0.5284 0.6954
H -6.2989 0.1661 1.7956
H -5.5256 3.1243 0.8526
H -4.1823 3.1679 1.9758
H -6.9577 2.0773 2.6784
H -6.2941 3.6346 3.1697
H -5.5696 2.1283 3.7592
C -10.0802 2.1920 6.3646
C -8.7492 1.5377 6.0335
O -7.6258 2.3128 6.4119
C -7.5050 2.6113 7.7918
C -7.3978 1.3825 8.6782
H -10.1503 3.1742 5.8943
H -10.9048 1.5731 6.0080
H -10.2096 2.3323 7.4389
H -8.6790 1.4084 4.9525
H -8.6862 0.5352 6.4707
H -8.3306 3.2559 8.1133
H -6.5944 3.2031 7.8917
H -8.2941 0.7625 8.6273
H -7.2574 1.6794 9.7185
H -6.5516 0.7647 8.3731
C 7.5183 -4.4412 -1.3210
C 7.9012 -5.6517 -0.4871
O 7.5661 -6.8905 -1.0871
C 8.1659 -7.1620 -2.3411
C 9.6841 -7.1897 -2.3021
H 6.4499 -4.4494 -1.5407
H 7.7578 -3.5256 -0.7865
H 8.0494 -4.4191 -2.2750
H 7.3562 -5.6175 0.4576
H 8.9665 -5.6278 -0.2311
H 7.8062 -6.4520 -3.0942
H 7.7988 -8.1440 -2.6426
H 10.1030 -6.2224 -2.0211
H 10.0816 -7.4519 -3.2838
H 10.0338 -7.9246 -1.5751
*
```

- HOMO (eV) = -8.7
- E_tot (a.u.) = -3554.5822